Record 1
Computed, not measured: a molecular structure, C46H44N5PS6SbW at a distorted geometry, with ωB97M-V with the def2-TZVPD basis set.

Results
HOMO level (spin up / spin down) in Ha: -0.1336 / -0.1336
Energy relative to the best compared isomer or geometry (same formula, charge and spin) in kJ/mol: 17.0
Gap between HOMO and LUMO (spin up / spin down) in eV: 5.3531 / 5.3537

Structure (ORCA input):
```
! wB97M-V def2-TZVPD RIJCOSX def2/J DEFGRID3
* xyz -1 1
W 0.66932 -0.15064 -0.86510
C -0.82853 -1.83025 -3.66609
C -1.61793 -2.01811 -2.41556
C -2.74439 -2.86719 -2.55047
C -3.55755 -3.09923 -1.49789
C -3.25965 -2.49259 -0.26147
C -4.10082 -2.67523 0.85571
C -3.75825 -2.11993 2.05699
C -2.55822 -1.41123 2.17927
C -1.71132 -1.22116 1.10614
S -0.17185 -0.44887 1.33545
C -2.08567 -1.71505 -0.16761
N -1.28472 -1.43632 -1.26980
H -1.47521 -1.93400 -4.53843
H -0.07040 -2.61855 -3.70377
H -0.31885 -0.87611 -3.68059
H -2.92597 -3.31587 -3.51734
H -4.43399 -3.73086 -1.58312
H -5.00175 -3.26443 0.73761
H -4.39085 -2.24838 2.92640
H -2.26131 -1.02356 3.14630
C -6.45911 1.42518 -3.83431
C -5.34160 0.61389 -3.17427
C -4.44347 0.06265 -4.29059
C -5.98039 -0.54723 -2.40411
C -4.51623 1.45443 -2.19742
C -5.02498 2.64223 -1.65996
C -4.30050 3.39432 -0.75808
C -3.02616 2.97387 -0.41544
S -1.88980 3.75468 0.62365
C -0.72587 2.52438 0.24196
N -1.13654 1.58145 -0.57129
C -2.47044 1.80349 -0.94930
C -3.24905 1.03046 -1.81227
C 0.60854 2.56519 0.76537
C 1.01402 3.61904 1.59837
C 2.28041 3.62289 2.13141
C 3.12343 2.54809 1.83729
C 2.71272 1.52451 1.00865
C 1.43784 1.49018 0.40474
H -6.97188 0.79822 -4.56614
H -6.06829 2.30208 -4.35494
H -7.20695 1.75744 -3.11295
H -5.04441 -0.50254 -5.00653
H -3.67704 -0.61068 -3.90586
H -3.94505 0.87416 -4.82542
H -6.54137 -1.19444 -3.08371
H -6.66606 -0.17028 -1.64209
H -5.22108 -1.14506 -1.90537
H -6.00899 2.98609 -1.94363
H -4.71353 4.30517 -0.34390
H -2.83276 0.11413 -2.19558
H 0.33495 4.43329 1.82803
H 2.60769 4.42697 2.77767
H 4.11316 2.50145 2.27796
H 3.38043 0.69081 0.85259
S 0.01322 -4.39762 -0.76053
Sb 1.55684 -2.76906 -0.36591
S 2.06280 -1.31755 -2.64837
S 3.08846 -0.12433 -1.36273
S 3.58191 -3.52315 0.23854
C 5.25207 -1.63547 3.70726
C 4.46048 -1.14456 2.67803
N 3.13276 -1.17935 2.70060
C 2.55554 -1.73671 3.75324
C 3.25034 -2.24429 4.85361
C 4.63778 -2.18976 4.81238
C 2.47285 -2.88241 5.92078
C 2.65947 -2.94140 7.24575
C 3.66775 -2.28752 8.08567
C 3.88311 -2.75281 9.38628
C 4.82468 -2.09844 10.15226
N 5.51208 -1.04843 9.70428
C 5.22195 -0.67436 8.46248
N 4.34892 -1.22816 7.63481
H 6.33033 -1.60399 3.62500
H 4.91145 -0.74649 1.77469
H 1.47021 -1.79472 3.72220
H 5.22429 -2.59910 5.62298
H 1.59362 -3.40915 5.55963
H 1.95847 -3.54953 7.80789
H 3.33239 -3.59862 9.77437
H 5.04120 -2.42500 11.16412
H 5.75832 0.18819 8.08049
C 0.82286 3.35351 -2.30170
P 0.75614 1.57583 -2.76413
C -0.65207 1.69970 -3.93899
C 2.14695 1.57687 -3.96432
C 2.07672 0.88937 -5.17246
C 3.13385 0.91608 -6.07171
C 4.28279 1.63065 -5.77184
C 4.36840 2.31607 -4.56916
C 3.31140 2.28464 -3.67333
H 1.07728 3.93497 -3.18801
H 1.56000 3.53448 -1.52208
H -0.15199 3.68266 -1.94151
H -1.58870 1.67565 -3.39002
H -0.59054 2.63481 -4.49949
H -0.66495 0.87741 -4.65021
H 1.20135 0.30318 -5.41766
H 3.06023 0.36420 -7.00015
H 5.11133 1.64505 -6.46890
H 5.26735 2.86438 -4.31762
H 3.40462 2.80132 -2.72770
*
```

Record 2
Computed, not measured: C17H19Cl2N3OS in the gas phase, with ωB97M-V with the def2-TZVPD basis set.

Results
Structure (SMILES): S=C(NCc1ccco1)N1CCN(Cc2ccc(Cl)cc2Cl)CC1
HOMO level in Ha: -0.2951
Energy relative to the best compared isomer or geometry (same formula, charge and spin) in kJ/mol: 0.0
Gap between HOMO and LUMO in eV: 8.5954

Structure (ORCA input):
```
! wB97M-V def2-TZVPD RIJCOSX def2/J DEFGRID3
* xyz 0 1
S -1.69214 -3.50938 0.74910
C -2.38846 -2.18672 0.02732
N -3.28496 -2.35590 -0.97622
C -3.46214 -3.62690 -1.65361
C -2.50615 -3.76940 -2.79309
C -1.21618 -4.20866 -2.83640
C -0.78876 -4.04787 -4.17742
C -1.84715 -3.51869 -4.84635
O -2.89136 -3.33936 -4.01846
N -2.16205 -0.92813 0.48501
C -2.41621 0.28246 -0.26728
C -1.15358 0.68089 -1.03810
N -0.08932 0.91664 -0.08556
C 1.11510 1.45175 -0.69691
C 2.02487 2.02048 0.35626
C 3.28775 1.49282 0.58906
C 4.12111 2.00689 1.56608
C 3.68158 3.07216 2.33535
Cl 4.70286 3.72742 3.56054
C 2.42618 3.62250 2.13251
C 1.61154 3.09182 1.14607
Cl 0.05980 3.79222 0.90044
C 0.17366 -0.27750 0.69819
C -1.09616 -0.69313 1.43866
H -3.56945 -1.55188 -1.51352
H -4.48993 -3.67716 -2.01989
H -3.28374 -4.41690 -0.92113
H -0.65303 -4.59761 -2.01327
H 0.17103 -4.29541 -4.58211
H -1.98211 -3.23728 -5.87189
H -3.26643 0.18341 -0.94131
H -2.64880 1.07221 0.45311
H -1.33921 1.60292 -1.59420
H -0.89694 -0.12018 -1.75846
H 1.65576 0.68856 -1.28312
H 0.81377 2.25496 -1.37678
H 3.62637 0.66032 -0.00950
H 5.09929 1.58521 1.73190
H 2.08697 4.45260 2.73095
H 0.96255 -0.05561 1.41898
H 0.50566 -1.11632 0.05990
H -0.92142 -1.60509 2.00892
H -1.41100 0.10793 2.11166
*
```

Record 3
Computed, not measured: 10 unconnected molecules or ions with the total composition C32H89N5O10 at a distorted geometry, with ωB97M-V with the def2-TZVPD basis set.

Results
Structure (SMILES): COC[C@H](C)N.COC[C@H](C)N.COC[C@H](C)N.COC[C@H](C)N.COC[C@H](C)N.CC(C)O.CC(C)O.CCO.CCO.CCO
HOMO level in Ha: -0.3337
Energy relative to the best compared isomer or geometry (same formula, charge and spin) in kJ/mol: 211.3
Gap between HOMO and LUMO in eV: 9.7213

Structure (ORCA input):
```
! wB97M-V def2-TZVPD RIJCOSX def2/J DEFGRID3
* xyz 0 1
C 2.86059 -0.62595 4.68049
O 1.99642 0.08384 3.77076
C 2.53488 1.34894 3.40727
C 1.64990 2.44197 4.01061
C 1.96923 3.73330 3.35980
N 1.59962 2.52426 5.46769
H 3.55799 -1.18439 4.04275
H 2.24498 -1.34945 5.23322
H 3.35034 0.11015 5.37418
H 3.58096 1.52051 3.74943
H 2.53512 1.35914 2.29095
H 0.57826 2.27732 3.72764
H 1.48614 4.62461 3.66615
H 1.80686 3.62607 2.22278
H 3.00405 3.92350 3.51094
H 1.41132 1.68348 5.98002
H 2.47130 2.90791 5.84235
C -2.80480 -2.96043 -4.34818
O -1.53017 -3.27513 -3.93715
C -1.27622 -2.83988 -2.64257
C 0.20505 -3.12030 -2.23689
C 0.55059 -4.57768 -2.45487
N 0.49787 -2.64189 -0.86825
H -3.08996 -3.43203 -5.25220
H -2.92647 -1.86670 -4.38840
H -3.60980 -3.32144 -3.63229
H -1.45476 -1.71729 -2.49608
H -2.03234 -3.27145 -1.96084
H 0.79699 -2.52816 -2.93562
H 1.62916 -4.74257 -2.28383
H 0.37427 -4.76254 -3.52877
H -0.02483 -5.25360 -1.81898
H 0.12575 -3.40198 -0.33827
H -0.08175 -1.78932 -0.73487
C -1.96591 0.85548 -2.56956
O -2.57530 0.87100 -3.84666
C -1.56783 1.27231 -4.77467
C -1.02354 0.08269 -5.51453
C 0.20055 0.57175 -6.23576
N -1.87361 -0.40279 -6.66483
H -2.61564 0.34719 -1.91312
H -1.76155 1.83406 -2.12618
H -1.06810 0.31612 -2.59659
H -2.02050 1.96317 -5.48353
H -0.70508 1.75679 -4.32422
H -0.71024 -0.67775 -4.78471
H 0.67496 -0.22604 -6.79511
H 0.94191 0.89121 -5.55644
H -0.10471 1.41824 -6.87640
H -1.34005 -0.99155 -7.25748
H -2.73920 -0.84549 -6.32692
C 2.68446 -7.40879 2.07610
O 1.68248 -6.49281 2.34276
C 1.81314 -5.22696 1.68569
C 2.99287 -4.33519 1.95352
C 2.85501 -3.92472 3.38158
N 3.04734 -3.16862 1.07472
H 3.66301 -7.12793 2.44865
H 2.57322 -7.73671 1.00938
H 2.42893 -8.32239 2.65540
H 1.79287 -5.38741 0.54821
H 0.93706 -4.61510 1.82495
H 3.94417 -4.82763 1.77089
H 3.72266 -3.39920 3.77331
H 2.69364 -4.90085 3.86365
H 1.92778 -3.31558 3.56236
H 2.09408 -2.80897 0.89805
H 3.38031 -3.39077 0.15391
C 6.12168 0.05397 -2.33463
O 4.87886 -0.58008 -2.11081
C 4.16876 0.06424 -1.02736
C 2.76698 -0.40050 -0.86331
C 1.86883 0.12417 -2.02870
N 2.42513 0.13667 0.40036
H 5.99919 1.12907 -2.57451
H 6.60833 -0.44148 -3.16006
H 6.80880 0.02799 -1.47235
H 4.82331 -0.10263 -0.11079
H 4.14677 1.12690 -1.25895
H 2.75078 -1.48198 -0.94734
H 0.85774 -0.31170 -1.97691
H 2.20747 -0.06763 -3.07956
H 1.66771 1.23213 -1.99854
H 1.43477 0.20554 0.53223
H 2.70760 -0.53619 1.13044
C 2.43910 4.39139 -3.68402
C 1.29044 4.92972 -2.77476
C 0.76866 6.19820 -3.34911
O 0.31034 3.95181 -2.54462
H 2.97337 3.57602 -3.18159
H 3.20498 5.12188 -3.90369
H 2.07102 3.90057 -4.59693
H 1.76442 5.24178 -1.82618
H 1.65961 6.84055 -3.16590
H -0.06011 6.55125 -2.81223
H 0.48225 6.10773 -4.43393
H -0.03993 3.57940 -3.40986
C -4.66431 4.03563 3.18563
C -4.96371 2.80052 3.94855
C -5.71849 3.04842 5.20996
O -5.56646 1.82442 3.09383
H -4.22907 4.88458 3.75360
H -5.56487 4.44237 2.73534
H -3.96900 3.78182 2.30348
H -4.00006 2.37004 4.29315
H -5.07429 3.60928 5.92074
H -5.80489 2.06987 5.73844
H -6.70480 3.46982 5.12079
H -5.10530 1.85139 2.23712
C -5.04948 -1.41948 -0.15474
C -4.81392 -0.21995 0.70082
O -5.35902 1.06298 0.28104
H -4.61868 -1.25093 -1.13283
H -6.06602 -1.68446 -0.26353
H -4.41764 -2.22743 0.29995
H -3.70162 -0.08793 0.69215
H -5.14845 -0.34097 1.75755
H -5.40094 1.13794 -0.67213
C -1.92305 -0.23613 3.95247
C -1.08547 -1.42477 3.47631
O -0.18386 -1.10016 2.40172
H -1.28089 0.60894 4.18204
H -2.56376 -0.45982 4.80600
H -2.54504 0.08440 3.11694
H -1.67951 -2.31357 3.10129
H -0.53641 -1.85287 4.29485
H 0.58502 -0.64701 2.81832
C -1.76748 2.60882 0.73728
C -0.54543 1.81788 0.41528
O -0.80842 0.43894 0.12280
H -1.63774 3.67671 0.68029
H -2.20506 2.41238 1.77385
H -2.59015 2.39733 0.02632
H 0.13298 1.92917 1.31273
H 0.00821 2.29251 -0.40890
H -0.50553 -0.10906 0.84969
*
```

Record 4
Computed, not measured: a molecular structure, C50H78F6NO28S2Sr at a distorted geometry, with ωB97M-V with the def2-TZVPD basis set.

Results
HOMO level in Ha: -0.4251
Gap between HOMO and LUMO in eV: 9.9128

Structure (ORCA input):
```
! wB97M-V def2-TZVPD RIJCOSX def2/J DEFGRID3
* xyz 1 1
Sr 15.59680 16.47375 16.47546
C 15.00793 15.07059 12.39675
F 14.14512 14.16974 11.95306
F 15.88944 15.32086 11.44863
F 14.21775 16.17890 12.62621
S 15.91216 14.57387 13.95093
O 16.60691 13.33437 13.70814
O 16.71278 15.76076 14.31243
N 14.72534 14.54888 15.00437
S 13.47937 13.53512 15.13808
O 12.42304 13.74292 14.13332
O 13.84990 12.20015 15.45471
C 12.76067 14.22632 16.77052
F 12.19381 15.42708 16.63336
F 11.82815 13.33290 17.13966
F 13.77912 14.30494 17.69067
O 15.86063 9.85551 13.89888
C 14.81463 10.26740 13.40580
O 14.83914 11.13380 12.42544
C 13.50051 11.22751 11.80038
C 12.55112 10.34355 12.52587
C 13.37620 9.86528 13.74392
H 13.75557 11.00474 10.77276
H 13.15473 12.26108 11.81453
H 12.29208 9.48062 11.97696
H 11.69576 10.86001 12.84325
H 13.31270 8.81984 13.97286
H 13.07350 10.36311 14.66726
O 19.63829 13.69947 12.32447
C 19.35887 12.66111 11.81555
O 18.33572 12.52522 10.96617
C 18.25856 11.17201 10.44157
C 19.62752 10.60925 10.70199
C 20.00398 11.30214 11.96927
H 17.97500 11.14916 9.40129
H 17.49408 10.59410 10.98703
H 20.38668 10.81396 9.92871
H 19.71123 9.54537 10.94192
H 21.12680 11.35936 12.09378
H 19.46815 10.85290 12.80373
O 15.46449 18.54556 15.14514
C 15.67785 19.44318 14.36632
O 16.50443 20.42828 14.69001
C 16.48291 21.45596 13.61830
C 15.32811 21.11161 12.66791
C 15.15933 19.62689 12.97054
H 17.45464 21.30833 13.12641
H 16.38007 22.38066 14.12030
H 15.55650 21.50510 11.65950
H 14.52422 21.74740 13.10968
H 15.78607 18.98005 12.33848
H 14.15710 19.21236 12.87306
O 19.39168 20.40469 9.20951
C 18.85804 19.55775 9.89011
O 18.78951 18.27299 9.46975
C 18.18870 17.47365 10.48037
C 18.27719 18.31117 11.75918
C 18.23899 19.71079 11.24323
H 18.66871 16.47596 10.57467
H 17.13976 17.23814 10.17820
H 19.17709 18.10404 12.35005
H 17.40922 18.09756 12.40671
H 18.89993 20.35137 11.79510
H 17.25087 20.17674 11.19032
O 15.35308 17.45944 18.66136
C 15.50672 17.90635 19.79270
O 15.12468 17.35528 20.90605
C 15.82057 17.96222 22.02813
C 17.02398 18.60671 21.40601
C 16.38976 19.08337 20.09928
H 16.01043 17.20549 22.73229
H 15.10898 18.61232 22.43477
H 17.79514 17.89918 21.19742
H 17.35349 19.45172 21.97938
H 17.13756 19.11940 19.32220
H 15.81517 20.00762 20.17568
O 17.87488 15.95803 17.37655
C 18.73551 15.12880 17.46390
O 18.97825 14.53770 18.60549
C 20.07359 13.64256 18.59078
C 20.67561 13.74462 17.22348
C 19.66351 14.62681 16.41106
H 19.77499 12.62951 18.72902
H 20.78278 13.90390 19.33952
H 20.78066 12.75168 16.74796
H 21.65398 14.19402 17.27597
H 19.01002 14.02872 15.69619
H 20.19177 15.39167 15.91408
O 14.14637 21.28909 18.62825
C 13.08264 20.80346 18.78948
O 12.89517 19.82077 19.69315
C 11.61887 19.21297 19.49214
C 10.74995 20.20941 18.69651
C 11.80714 21.11934 18.07111
H 11.24944 18.97978 20.45242
H 11.80766 18.29757 18.92531
H 10.02379 20.82094 19.29256
H 10.14247 19.75289 17.91703
H 11.56750 22.16718 18.17282
H 11.90700 20.90337 16.98230
O 15.03703 11.50183 19.02455
C 15.81445 10.98650 18.28464
O 16.72528 11.68452 17.53173
C 17.56143 10.73539 16.78519
C 17.00195 9.34439 16.93989
C 15.99782 9.47375 18.10934
H 18.58144 10.86045 17.21038
H 17.61601 11.13598 15.77393
H 17.75598 8.63440 17.23280
H 16.51673 9.06116 16.04263
H 16.40049 9.11278 19.03302
H 15.01235 9.04346 17.90707
O 14.63232 18.76473 10.39349
C 14.33980 18.10182 9.41298
O 14.09032 16.77002 9.54114
C 13.56552 16.27299 8.26332
C 14.22420 17.18934 7.19918
C 14.24235 18.54584 7.97866
H 12.49270 16.34236 8.31504
H 13.88971 15.23509 8.15859
H 13.55748 17.29056 6.36981
H 15.17334 16.77987 6.90466
H 13.34345 19.11944 7.73595
H 15.12432 19.14246 7.75992
O 9.41023 16.58450 18.02580
C 8.55253 15.76837 17.69047
O 7.24354 16.02682 17.68534
C 6.90612 17.30576 18.33115
C 6.91971 17.21010 19.81598
C 8.80859 14.34515 17.23466
H 5.90166 17.49454 18.06044
H 7.52261 18.05677 17.86274
H 6.12125 16.52734 20.10558
H 6.60295 18.25627 20.14076
H 7.93116 17.00423 20.21067
H 9.63283 13.93308 17.80037
H 9.15065 14.37116 16.23888
H 7.95195 13.69381 17.33263
O 9.24229 11.94744 20.91499
C 10.26444 12.61674 20.96422
O 11.46423 12.05912 20.99800
C 11.54152 10.67783 21.05772
C 11.01447 9.97911 19.76526
C 10.33434 14.09404 20.90716
H 11.01855 10.28476 21.90667
H 12.59869 10.44236 21.27243
H 10.15434 9.45095 20.06912
H 11.75223 9.31053 19.25906
H 10.81653 10.70074 19.04922
H 9.35421 14.54823 21.04503
H 10.68702 14.44794 19.92262
H 11.10865 14.42007 21.58792
O 10.10686 14.74564 9.46839
C 10.02485 13.55830 9.58594
O 10.31462 12.88690 10.71422
C 10.57854 13.69926 11.83103
C 9.37214 14.44552 12.34732
C 9.64505 12.64853 8.48042
H 11.29363 14.44644 11.58270
H 11.06467 13.04131 12.56195
H 9.59069 14.98410 13.25826
H 8.57696 13.75510 12.68274
H 9.00179 15.27916 11.69723
H 8.65130 12.97512 8.18421
H 9.63017 11.60820 8.77458
H 10.46248 12.76487 7.76341
*
```

| no. | molar mass (g mol⁻¹) |
| --- | --- |
| 1 | 1195.87 |
| 2 | 384.33 |
| 3 | 704.09 |
| 4 | 1406.89 |